(1)
Formula: C5H7N2O
Source: the OMol25 dataset
Level of theory: wB97M-V/def2-TZVPD

Bonds (Å) are listed after each position.
Element x y z (Å)
1 C -1.694 0.385 1.520  C3 1.487, N6 1.325, H9 1.023
2 C -2.484 -1.172 0.241  N6 1.333, N7 1.331, H10 1.092
3 C -0.593 -0.088 0.639  C1 1.487, C4 1.425, N7 1.373
4 C 0.683 0.462 0.321  C3 1.425, O8 1.316, H11 1.065
5 C 2.526 0.578 -1.224  O8 1.424, H12 1.064, H13 1.142, H14 1.058
6 N -2.789 -0.284 1.188  C1 1.325, C2 1.333
7 N -1.185 -1.119 -0.049  C2 1.331, C3 1.373, H15 1.066
8 O 1.466 -0.112 -0.568  C4 1.316, C5 1.424
9 H -1.505 1.158 2.162  C1 1.023
10 H -3.227 -1.817 -0.231  C2 1.092
11 H 0.882 1.287 0.965  C4 1.065
12 H 3.418 0.214 -0.774  C5 1.064
13 H 2.813 1.676 -1.099  C5 1.142
14 H 2.393 0.506 -2.272  C5 1.058
15 H -0.702 -1.676 -0.818  N7 1.066

Properties
net charge = +1
gap between HOMO and LUMO = 8.58 eV
spin multiplicity = 1
HOMO = -14.41 eV
SMILES = CO/C=C1/C=NC=[NH+]1
energy relative to the best compared isomer or geometry (same formula, charge and spin) = 31.30 kcal/mol
electronic energy = -379.152813 Eh

These are the Löwdin partial charges, in e, on atoms 1 to 6:
1 C 0.034
2 C -0.071
3 C -0.160
4 C 0.042
5 C -0.019
6 N 0.111

---

(2)
Formula: C4H7N2P
Source: the OMol25 dataset
Level of theory: wB97M-V/def2-TZVPD

Bonds (Å) are listed after each position.
Element x y z (Å)
1 C 0.214 -1.291 0.731  C3 1.515, N5 1.256, H14 1.291
2 C -0.470 1.301 -0.472  C4 1.512, N6 1.324, P7 1.677
3 C 0.696 -2.588 1.347  C1 1.515, H8 1.000, H9 1.011, H10 1.060
4 C -0.471 2.457 -1.446  C2 1.512, H11 1.065, H12 1.085, H13 1.055
5 N 0.297 -0.897 -0.459  C1 1.256, N6 1.287
6 N 0.098 0.241 -1.026  C2 1.324, N5 1.287
7 P -0.900 1.416 1.145  C2 1.677
8 H 1.674 -2.487 1.532  C3 1.000
9 H 0.646 -3.327 0.659  C3 1.011
10 H 0.018 -2.758 2.144  C3 1.060
11 H -1.187 2.457 -2.234  C4 1.065
12 H 0.337 2.371 -2.165  C4 1.085
13 H -0.570 3.466 -1.154  C4 1.055
14 H -0.382 -0.360 1.397  C1 1.291

Properties
gap between HOMO and LUMO = 6.62 eV
spin multiplicity = 1
HOMO = -7.96 eV
energy relative to the best compared isomer or geometry (same formula, charge and spin) = 107.72 kcal/mol
electronic energy = -607.287639 Eh

These are the Löwdin partial charges, in e, on atoms 1 to 6:
1 C -0.179
2 C -0.822
3 C -0.025
4 C -0.126
5 N -0.032
6 N -0.041

---

(3)
Formula: CH7N2O2Si
Source: the OMol25 dataset
Level of theory: wB97M-V/def2-TZVPD

Bonds (Å) are listed after each position.
Element x y z (Å)
1 C -1.728 -0.426 0.579  N2 1.335, N3 1.335, H7 1.116
2 N -0.631 -1.169 0.746  C1 1.335, O4 1.427
3 N -2.203 0.210 -0.495  C1 1.335, O5 1.355, H8 1.060
4 O 0.156 -1.207 -0.443  N2 1.427, H9 0.945
5 O -3.088 1.205 -0.244  N3 1.355, H10 0.983
6 Si 3.395 0.600 0.286  H11 1.494, H12 1.442, H13 1.496
7 H -2.310 -0.461 1.530  C1 1.116
8 H -1.459 0.380 -1.230  N3 1.060
9 H 0.828 -1.848 -0.268  O4 0.945
10 H -3.540 1.451 -1.082  O5 0.983
11 H 3.041 0.609 1.738  Si6 1.494
12 H 2.760 0.460 -1.001  Si6 1.442
13 H 4.778 0.196 -0.116  Si6 1.496

Properties
net charge = +1
gap between HOMO and LUMO (spin up / spin down) = 3.56 / 3.56 eV
spin multiplicity = 1
HOMO (spin up / spin down) = -11.43 / -11.43 eV
energy relative to the best compared isomer or geometry (same formula, charge and spin) = 96.66 kcal/mol
electronic energy = -591.259504 Eh

These are the Löwdin partial charges, in e, on atoms 1 to 6:
1 C -0.202
2 N -0.032
3 N -0.077
4 O -0.135
5 O -0.015
6 Si 1.155

---

(4)
Formula: C12H21N3O6
Source: the OMol25 dataset
Level of theory: wB97M-V/def2-TZVPD

Bonds (Å) are listed after each position.
Element x y z (Å)
1 O 2.826 1.906 -0.968  C7 1.237
2 O 1.539 2.502 2.733  C8 1.251
3 O -3.029 1.500 1.219  C9 1.233
4 O 0.104 -1.035 -0.532  C10 1.228
5 O 0.472 3.778 4.247  C8 1.339, H22 0.953
6 O 2.063 -2.965 -0.274  C21 1.411, H23 0.995
7 C 3.375 0.880 -1.389  O1 1.237, N13 1.349, C14 1.510
8 C 0.524 3.154 3.063  O2 1.251, O5 1.339, C16 1.540
9 C -2.057 0.813 0.897  O3 1.233, N11 1.333, C19 1.558
10 C 0.862 -0.278 0.068  O4 1.228, N12 1.335, C20 1.528
11 N -1.994 -0.488 1.178  C9 1.333, C15 1.460, H24 0.980
12 N 0.481 0.934 0.478  C10 1.335, C19 1.448, H25 1.011
13 N 3.170 -0.337 -0.845  C7 1.349, C20 1.502, H26 1.009
14 C 4.312 0.992 -2.567  C7 1.510, H27 1.076, H28 1.113, H29 1.087
15 C -3.006 -1.229 1.926  N11 1.460, H30 1.076, H31 1.076, H32 1.104
16 C -0.758 3.374 2.238  C8 1.540, C17 1.526, H33 1.087, H34 1.109
17 C -0.695 3.034 0.752  C16 1.526, C19 1.570, H35 1.085, H36 1.080
18 C 1.606 -2.470 2.026  C21 1.547, H37 1.068, H38 1.086, H39 1.090
19 C -0.820 1.540 0.289  C9 1.558, N12 1.448, C17 1.570, H40 1.071
20 C 2.318 -0.645 0.352  C10 1.528, N13 1.502, C21 1.549, H41 1.078
21 C 2.465 -2.125 0.787  O6 1.411, C18 1.547, C20 1.549, H42 1.111
22 H 1.315 3.701 4.686  O5 0.953
23 H 1.232 -2.619 -0.698  O6 0.995
24 H -1.237 -0.969 0.783  N11 0.980
25 H 1.139 1.575 0.900  N12 1.011
26 H 3.571 -1.115 -1.347  N13 1.009
27 H 4.050 1.911 -3.063  C14 1.076
28 H 5.382 0.953 -2.267  C14 1.113
29 H 4.109 0.161 -3.238  C14 1.087
30 H -2.743 -1.215 2.970  C15 1.076
31 H -3.960 -0.749 1.795  C15 1.076
32 H -3.120 -2.234 1.483  C15 1.104
33 H -1.616 2.897 2.706  C16 1.087
34 H -0.929 4.469 2.281  C16 1.109
35 H -1.540 3.542 0.300  C17 1.085
36 H 0.217 3.459 0.358  C17 1.080
37 H 1.805 -3.470 2.341  C18 1.068
38 H 0.545 -2.400 1.806  C18 1.086
39 H 1.881 -1.830 2.864  C18 1.090
40 H -0.972 1.558 -0.771  C19 1.071
41 H 2.700 -0.038 1.158  C20 1.078
42 H 3.539 -2.344 0.966  C21 1.111

Properties
gap between HOMO and LUMO = 9.90 eV
spin multiplicity = 1
HOMO = -9.32 eV
SMILES = CNC(=O)[C@@H](CCC(=O)O)NC(=O)[C@H](NC(C)=O)[C@@H](C)O
energy relative to the best compared isomer or geometry (same formula, charge and spin) = 0.00 kcal/mol
electronic energy = -1085.650720 Eh

These are the Löwdin partial charges, in e, on atoms 1 to 6:
1 O 0.032
2 O 0.053
3 O 0.035
4 O 0.037
5 O 0.117
6 O -0.056

---

(5)
Formula: C4H6N2O
Source: the OMol25 dataset
Level of theory: wB97M-V/def2-TZVPD

Bonds (Å) are listed after each position.
Element x y z (Å)
1 C -0.331 -0.013 0.132  C2 1.535, C4 1.343, O7 1.320
2 C 0.606 -0.517 -0.975  C1 1.535, C3 1.605, H8 1.127, H9 1.122
3 C 0.423 0.958 -1.580  C2 1.605, C4 1.533, H10 1.108, H11 1.119
4 C -0.379 1.255 -0.308  C1 1.343, C3 1.533, H12 1.139
5 N -0.590 -1.028 2.544  N6 1.150, O7 1.606, H13 1.031
6 N 0.361 -0.700 3.102  N5 1.150
7 O -1.028 -0.665 1.043  C1 1.320, N5 1.606
8 H 1.694 -0.706 -0.750  C2 1.127
9 H 0.229 -1.264 -1.723  C2 1.122
10 H 1.362 1.461 -1.887  C3 1.108
11 H -0.142 0.778 -2.529  C3 1.119
12 H -0.872 2.156 0.184  C4 1.139
13 H -1.333 -1.714 2.748  N5 1.031

Properties
gap between HOMO and LUMO = 9.07 eV
spin multiplicity = 1
HOMO = -8.47 eV
energy relative to the best compared isomer or geometry (same formula, charge and spin) = 132.98 kcal/mol
electronic energy = -340.582995 Eh

These are the Löwdin partial charges, in e, on atoms 1 to 6:
1 C -0.401
2 C -0.112
3 C -0.172
4 C -0.016
5 N -0.090
6 N 0.167

---

(6)
Formula: CH7NO3
Source: the OMol25 dataset
Level of theory: wB97M-V/def2-TZVPD

Bonds (Å) are listed after each position.
Element x y z (Å)
1 C -1.652 -0.590 -0.436  N2 1.340, O3 1.218, H4 1.097
2 N -1.400 0.681 -0.775  C1 1.340, H5 0.912, H6 1.186
3 O -1.453 -1.088 0.658  C1 1.218
4 H -2.087 -1.178 -1.253  C1 1.097
5 H -0.934 1.195 -0.183  N2 0.912
6 H -1.770 1.273 -1.733  N2 1.186
7 H 1.719 0.519 -0.354  O9 0.975
8 H 1.732 1.898 -1.007  O9 0.964
9 O 1.175 1.120 -0.896  H7 0.975, H8 0.964
10 H 2.294 -0.677 2.279  O12 0.895
11 H 2.028 -1.013 0.833  O12 0.890
12 O 2.370 -0.439 1.420  H10 0.895, H11 0.890

Properties
gap between HOMO and LUMO = 10.45 eV
spin multiplicity = 1
HOMO = -9.72 eV
SMILES = NC=O.O.O
energy relative to the best compared isomer or geometry (same formula, charge and spin) = 34.18 kcal/mol
electronic energy = -322.734222 Eh

These are the Löwdin partial charges, in e, on atoms 1 to 6:
1 C -0.450
2 N 0.092
3 O -0.010
4 H 0.115
5 H -0.006
6 H 0.221